Here is a structure of composition C49H59N9O5RbS from OMol25. Energies are from ωB97M-V/def2-TZVPD.

## Properties
* strongest force on any atom: 0.0041 Eh/bohr
* total charge: -1
* lowest unoccupied orbital energy: 1.57 eV
* energy above the lowest of the compared OMol25 structures with the same formula, charge and spin: 0.0 kJ/mol

Structure (XYZ):
```
124
Properties=species:S:1:pos:R:3:forces:R:3
Rb 0.89025 -0.62957 0.26620 0.03 -0.14 0.04
C -5.39391 -1.16366 -4.87934 0.01 -0.01 0.01
C -4.32400 -0.76280 -3.90569 0.03 -0.01 0.01
C -4.34223 0.39462 -3.20111 -0.02 0.00 0.00
C -3.35338 0.68600 -2.21074 0.00 0.03 -0.02
C -3.45163 1.85596 -1.47116 0.01 -0.03 0.02
N -2.64504 2.20674 -0.48823 -0.04 0.02 0.00
C -2.83445 3.39371 0.32408 0.01 0.00 -0.03
C -1.51348 4.03753 0.70832 -0.05 -0.01 -0.02
C -0.72052 4.64958 -0.43167 0.02 0.00 0.01
N 0.10158 3.66858 -1.14728 -0.01 0.01 -0.02
C 0.61106 3.94344 -2.31977 -0.03 0.01 0.00
C 1.44242 3.13950 -3.10175 0.01 -0.01 -0.02
C 1.86636 3.63827 -4.36177 0.01 -0.02 -0.01
C 2.62790 2.89681 -5.21055 0.00 0.00 0.01
C 3.09171 3.40526 -6.54762 0.00 -0.01 0.01
C 2.95262 1.57759 -4.79504 -0.01 0.01 -0.01
C 2.57828 1.01822 -3.60401 0.00 -0.03 0.02
C 2.93232 -0.39412 -3.40251 -0.02 0.01 0.03
N 2.60700 -1.13944 -2.43315 0.00 0.05 -0.02
C 2.99995 -2.53296 -2.55496 0.03 -0.01 0.00
C 1.86464 -3.44452 -3.01943 0.00 0.00 0.00
C 0.67863 -3.62156 -2.07259 -0.01 -0.01 0.01
N -0.14570 -2.42947 -1.98790 -0.02 0.00 0.01
C -1.24253 -2.50225 -2.62340 0.01 -0.03 -0.02
C -2.24637 -1.43935 -2.75159 0.00 0.01 0.03
C -3.24735 -1.66509 -3.65432 -0.02 0.02 0.00
C -2.28125 -0.24869 -1.92193 -0.03 -0.02 -0.05
O -1.47896 -0.03366 -0.98716 0.02 0.06 -0.05
C 1.81202 1.81311 -2.64481 -0.08 -0.07 -0.08
O 1.46776 1.40061 -1.52566 0.11 0.17 0.07
H -6.17755 -0.40670 -4.93606 -0.01 0.00 0.00
H -5.83018 -2.11280 -4.56110 -0.01 0.00 -0.01
H -4.98406 -1.30682 -5.88222 0.00 0.00 0.00
H -5.14477 1.11302 -3.35156 0.00 0.00 0.00
H -4.25610 2.55344 -1.69973 0.00 0.00 0.00
H -1.93355 1.49511 -0.25717 0.02 -0.01 0.01
H -3.36689 3.12796 1.24273 0.01 -0.01 0.01
H -3.47201 4.08622 -0.23571 0.00 0.01 0.01
H -0.88886 3.27799 1.19528 0.03 0.02 0.01
H -1.70922 4.81398 1.45071 -0.01 0.01 0.00
H -0.05824 5.41912 -0.02611 0.01 -0.02 0.02
H -1.37895 5.13041 -1.16257 0.01 0.01 0.00
H 0.36015 2.76914 -0.72614 0.00 0.00 0.03
H 0.33468 4.91611 -2.72400 0.00 0.00 0.00
H 1.56122 4.64222 -4.64580 0.00 0.00 0.00
H 2.71224 4.41030 -6.73306 0.00 0.00 0.00
H 2.74598 2.76286 -7.36067 0.00 0.00 0.00
H 4.18216 3.44471 -6.60597 0.00 0.00 0.00
H 3.52199 0.95718 -5.48373 0.00 0.00 0.00
H 3.51646 -0.81180 -4.24108 0.00 0.00 0.00
H 3.35558 -2.87545 -1.57876 0.00 -0.01 0.00
H 3.83786 -2.64399 -3.26136 0.00 0.00 0.00
H 2.30247 -4.43234 -3.19570 0.00 0.00 0.00
H 1.49034 -3.08602 -3.98314 0.00 0.00 0.00
H 1.04376 -3.86258 -1.06580 0.01 0.00 0.00
H 0.09266 -4.48628 -2.41313 0.00 0.00 0.01
H -1.52450 -3.42083 -3.15466 -0.02 0.00 0.00
H -3.24722 -2.61485 -4.18195 0.00 0.00 0.00
C 2.38671 -2.42849 3.55970 0.01 0.00 0.02
C 2.31533 -3.42540 2.39290 0.01 -0.01 0.02
N 2.89356 -2.91866 1.16410 -0.02 0.13 -0.09
C 4.30618 -2.58978 1.14900 0.00 -0.01 0.03
C 4.60264 -1.17655 0.63140 0.03 -0.05 0.01
N 3.85664 -0.14971 1.32463 -0.02 0.07 -0.04
C 4.08634 0.01584 2.74731 -0.07 -0.01 0.02
C 2.78035 0.01483 3.55331 0.04 0.02 -0.03
N 1.92629 -1.10232 3.22263 -0.06 -0.01 -0.09
H 3.42175 -2.36130 3.90829 0.00 0.00 0.01
H 1.82711 -2.86732 4.39767 0.00 0.00 0.00
H 1.26677 -3.63827 2.17772 0.00 0.00 0.00
H 2.77683 -4.36797 2.73773 0.00 0.00 0.00
H 2.60713 -3.45828 0.36199 0.04 -0.07 0.07
H 4.88576 -3.29206 0.53520 0.00 0.00 0.00
H 4.70387 -2.69739 2.16149 0.01 0.00 0.00
H 4.31645 -1.12058 -0.42134 0.01 0.01 0.00
H 5.69861 -1.03645 0.68022 0.00 -0.01 0.01
H 3.86222 0.72302 0.81915 0.01 0.01 0.01
H 4.62261 0.94584 2.97509 0.00 0.00 0.00
H 4.73665 -0.78993 3.09904 0.00 0.00 0.00
H 2.22206 0.92142 3.31206 0.00 -0.01 0.00
H 3.04316 0.06546 4.62611 0.01 0.00 0.00
H 0.95970 -0.92061 3.45238 0.02 -0.02 0.05
N -1.19348 -2.51640 1.99098 0.05 -0.06 0.01
C -2.02202 -3.11999 1.02282 -0.01 -0.03 0.00
C -3.11176 -2.44079 0.49375 0.00 0.01 0.00
C -3.84896 -2.99446 -0.54455 -0.03 0.01 0.02
C -3.51764 -4.23525 -1.05969 0.05 -0.07 -0.02
C -2.45885 -4.94084 -0.49681 0.00 0.04 -0.04
C -1.71464 -4.39044 0.53147 0.00 0.02 0.03
S -4.34581 -4.89056 -2.50667 -0.07 0.07 -0.01
O -3.26969 -4.99413 -3.49451 0.02 0.00 -0.02
O -4.89366 -6.17191 -2.10041 0.02 -0.02 0.01
O -5.34260 -3.87999 -2.85111 0.03 -0.02 0.01
H -0.90525 -3.14752 2.72498 -0.03 0.00 0.01
H -1.58136 -1.67571 2.39434 0.00 0.00 -0.02
H -3.35290 -1.45033 0.86572 -0.01 0.00 0.00
H -4.67591 -2.45560 -0.98989 0.00 0.01 0.00
H -2.20510 -5.91580 -0.89539 -0.01 0.00 0.00
H -0.86764 -4.93042 0.94435 0.00 0.00 0.00
N -0.04318 1.55970 1.96673 -0.10 0.02 -0.03
C -0.20021 1.95734 3.14188 0.02 -0.01 0.02
C 0.09207 3.38586 3.58542 0.02 -0.02 -0.02
C 1.05592 4.11949 2.89546 0.00 -0.02 0.00
C 1.26878 5.45984 3.17315 -0.01 0.02 0.01
C 0.50744 6.10051 4.14635 0.01 0.00 0.00
C -0.45053 5.38055 4.84530 0.00 -0.01 0.00
C -0.64651 4.03086 4.57424 0.00 0.01 -0.02
C -0.69695 1.03468 4.24357 0.04 0.02 0.03
C -0.03280 0.92639 5.46344 -0.03 -0.01 0.00
C -0.40291 -0.03807 6.39304 0.00 0.00 0.00
C -1.46753 -0.88881 6.12996 0.00 -0.01 0.01
C -2.15898 -0.76973 4.92887 0.01 0.01 0.02
C -1.76847 0.17960 3.99608 -0.02 0.02 -0.01
H 1.60764 3.60442 2.11538 0.00 0.00 0.00
H 2.02841 6.01252 2.63168 0.00 0.00 0.00
H 0.66533 7.15042 4.36115 0.00 0.00 0.00
H -1.04918 5.87193 5.60338 0.00 0.00 0.00
H -1.39626 3.47409 5.12488 0.00 0.00 0.01
H 0.79647 1.59275 5.67539 0.00 0.00 0.00
H 0.14251 -0.12752 7.32526 0.00 0.00 0.00
H -1.76042 -1.63723 6.85581 0.00 0.00 0.00
H -2.99908 -1.42192 4.71963 0.00 0.00 0.00
H -2.27818 0.26946 3.04175 0.00 0.02 0.00
```
Positions in Å, forces in eV/Å.